#P
The following is a quantum chemistry calculation of one molecule with the formula C7H12ClOP, from the OMol25 dataset.

```
! wB97M-V def2-TZVPD RIJCOSX def2/J DEFGRID3
* xyz 0 1
C -1.1294 0.9247 0.5663
C -0.7970 1.7684 1.5297
C -1.9848 -0.4386 -1.2724
C 0.2216 -0.9815 -0.0410
C 0.0056 0.9854 -1.6422
C 1.2830 2.3506 2.2181
C -0.7252 0.0964 -0.6015
O -0.0974 2.3481 2.4464
P -2.6497 1.6192 1.1830
Cl -3.3136 0.0604 2.3513
H -1.6630 -1.0931 -2.1368
H -2.5555 -1.1881 -0.6592
H -2.8388 0.2795 -1.5176
H 0.4768 -1.6737 -0.8297
H -0.2519 -1.5942 0.6447
H 1.2283 -0.6627 0.3364
H 0.3742 0.5329 -2.4894
H 1.0284 1.2980 -1.2296
H -0.6386 1.7170 -2.0420
H 1.8037 3.1789 2.7710
H 1.3962 2.5888 1.2033
H 1.7534 1.4334 2.4185
*
```

Output
LUMO, eV: 0.66
HOMO energy, eV: -8.80
Structure (SMILES): COC1=P(Cl)=C1C(C)(C)C
HOMO-LUMO gap, eV: 9.457

#Q
The following is a quantum chemistry calculation of one molecule with the formula C7H12ClOP, from the OMol25 dataset.

```
! wB97M-V def2-TZVPD RIJCOSX def2/J DEFGRID3
* xyz 0 1
C -0.4512 0.9848 0.4500
C -1.5504 -1.2682 0.9681
C 1.2125 0.0644 -1.1144
C 1.4029 -0.3473 1.3883
C 1.8127 1.9369 0.3784
C -2.5423 -1.6826 -1.1667
C 0.9556 0.6604 0.3155
O -1.7018 -2.0188 -0.0206
P -1.8758 0.4995 1.1713
Cl -3.2221 1.5069 -0.0629
H 2.1980 -0.1825 -1.1798
H 0.5964 -0.8324 -1.1502
H 0.8594 0.6559 -1.8934
H 1.0525 -1.2719 1.2247
H 0.8683 -0.1340 2.3514
H 2.4894 -0.3946 1.4489
H 2.7308 1.6160 -0.0950
H 2.1593 2.3768 1.3542
H 1.4107 2.7319 -0.2159
H -3.5442 -2.1233 -0.8938
H -2.2330 -2.1618 -2.0618
H -2.6275 -0.6160 -1.1964
*
```

Output
LUMO (alpha / beta), eV: -0.87 / -0.87
HOMO energy (alpha / beta), eV: -7.90 / -7.90
HOMO-LUMO gap (alpha / beta), eV: 7.034 / 7.034

Energy above the most stable structure, in kJ/mol: #P 0.0; #Q 403.7

#P
The following is a quantum chemistry calculation of a 2-piece molecular cluster, C6H4N2 overall, from the OMol25 dataset.

```
! wB97M-V def2-TZVPD RIJCOSX def2/J DEFGRID3
* xyz 0 1
C -2.8308 -0.5970 0.2034
C -1.7568 0.0283 -0.0471
C -0.5972 0.8494 -0.3420
C 0.5940 0.3250 -0.1661
C 0.7215 -1.1011 -0.2834
C 1.9601 0.8485 0.0729
H -4.0864 -0.6851 0.9674
H -0.9731 1.8578 -0.4350
H -0.0075 -1.9439 -0.5068
H 2.2787 1.9689 0.3177
N 1.8700 -1.4073 -0.0960
N 2.8275 -0.1435 0.3150
*
```

Output
LUMO, eV: -1.20
HOMO energy, eV: -9.74
HOMO-LUMO gap, eV: 8.534

#Q
The following is a quantum chemistry calculation of one molecule with the formula C6H4N2, from the OMol25 dataset.

```
! wB97M-V def2-TZVPD RIJCOSX def2/J DEFGRID3
* xyz 0 1
C 1.8983 2.0728 -0.3420
C -0.4557 -0.3035 -0.0535
C -1.7452 -0.5507 -0.6800
C -2.8908 -0.8406 -1.0353
C 0.0837 -1.2165 0.8784
C 0.3893 -2.0624 1.6485
H 2.8331 2.4315 0.1396
H 1.4262 2.7186 -1.0962
H -3.8504 -1.0962 -1.4167
H 0.7391 -2.7420 2.3888
N 1.3910 0.9058 0.0944
N 0.1814 0.6831 -0.5260
*
```

Output
LUMO, eV: -0.50
HOMO energy, eV: -9.38
Structure (SMILES): C#CC(C#C)=NN=C
HOMO-LUMO gap, eV: 8.885

Energy above the most stable structure, in kJ/mol: #P 148.6; #Q 0.0

#P
The following is a quantum chemistry calculation of one molecule with the formula C5H4O, from the OMol25 dataset.

```
! wB97M-V def2-TZVPD RIJCOSX def2/J DEFGRID3
* xyz 0 1
O -2.8338 -0.0437 -0.4628
C -1.6885 -0.7117 -0.7759
C -0.4899 -0.3890 -0.3523
C 0.5788 -0.2859 0.4062
C 1.7643 0.5089 0.2621
C 2.8112 1.0964 0.3734
H -2.5978 0.6619 0.1564
H -1.8710 -1.5496 -1.4427
H 0.5838 -0.8838 1.3172
H 3.7430 1.5964 0.5184
*
```

Output
LUMO, eV: 0.53
HOMO energy, eV: -9.28
Structure (SMILES): C#CC=C=CO
HOMO-LUMO gap, eV: 9.808

#Q
The following is a quantum chemistry calculation of a 2-piece molecular cluster, C5H4O overall, from the OMol25 dataset.

```
! wB97M-V def2-TZVPD RIJCOSX def2/J DEFGRID3
* xyz 0 1
C -1.1523 0.4296 -0.4079
C -1.0754 1.7340 -0.4625
C -1.2542 -0.8647 -0.2776
C -1.1744 -2.1638 -0.0404
C 1.8126 1.5404 0.3183
O 2.0217 0.5572 -0.3804
H -1.3164 -2.3909 0.9378
H -1.1584 -2.9045 -0.7512
H 1.1364 2.2025 -0.2057
H 2.1604 1.8604 1.2695
*
```

Output
LUMO, eV: -1.59
HOMO energy, eV: -9.45
HOMO-LUMO gap, eV: 7.855

Energy above the most stable structure, in kJ/mol: #P 0.0; #Q 316.1

#P
The following is a quantum chemistry calculation of one molecule with the formula C5H4O, from the OMol25 dataset.

```
! wB97M-V def2-TZVPD RIJCOSX def2/J DEFGRID3
* xyz 0 1
C 1.5775 -1.2580 0.0442
C 0.5416 -0.4059 -0.0679
C 1.8461 0.1568 0.0446
C -1.7089 0.9994 0.0276
C -1.1537 -0.1753 -0.1384
O 2.5988 1.0809 0.0990
H 1.8830 -2.2769 0.1195
H -2.7845 1.0909 -0.0146
H -1.1400 1.8970 0.2033
H -1.6597 -1.1090 -0.3172
*
```

Output
LUMO, eV: 0.57
HOMO energy, eV: -9.01
Structure (SMILES): C=Cc1cc1=O
HOMO-LUMO gap, eV: 9.584

#Q
The following is a quantum chemistry calculation of one molecule with the formula C5H4O, from the OMol25 dataset.

```
! wB97M-V def2-TZVPD RIJCOSX def2/J DEFGRID3
* xyz 0 1
C 0.7419 1.0423 0.8229
C 1.0896 -0.2130 0.5997
C 0.2040 -1.0788 -0.2659
C -0.9881 -0.6382 -0.6555
C -1.8506 0.1620 -1.1481
H 1.3610 1.7911 1.3344
H -0.0529 1.4127 0.0506
H 1.9425 -0.7011 1.4101
H -3.0104 0.3289 -1.4410
O 0.5630 -2.1059 -0.7072
*
```

Output
LUMO, eV: -0.55
HOMO energy, eV: -10.18
Structure (SMILES): C#CC(=O)C=C
HOMO-LUMO gap, eV: 9.629

Energy above the most stable structure, in kJ/mol: #P 0.0; #Q 128.7

#P
The following is a quantum chemistry calculation of one molecule with the formula C5H6N2S, from the OMol25 dataset.

```
! wB97M-V def2-TZVPD RIJCOSX def2/J DEFGRID3
* xyz 0 1
C 1.8901 1.4739 0.4613
C 1.5064 1.0011 -0.8156
C 1.0113 0.8479 1.2897
C -1.0065 -0.7091 0.8659
C -1.9055 -0.8675 -0.2644
N 0.5025 0.2224 -0.7727
N 0.1382 0.0928 0.5682
S -1.1434 -1.3688 2.3995
H 2.5255 2.2510 0.6749
H 2.0507 1.2994 -1.7606
H 0.9836 0.8880 2.2867
H -2.4460 0.1392 -0.6272
H -2.6545 -1.6937 0.0010
H -1.1770 -1.0525 -1.0736
*
```

Output
LUMO, eV: -0.50
HOMO energy, eV: -8.99
Structure (SMILES): CC(=S)n1cccn1
HOMO-LUMO gap, eV: 8.491

#Q
The following is a quantum chemistry calculation of one molecule with the formula C5H6N2S, from the OMol25 dataset.

```
! wB97M-V def2-TZVPD RIJCOSX def2/J DEFGRID3
* xyz 0 1
C 0.1749 -3.3277 0.6691
C -0.5612 -1.7777 -1.1222
C -0.2779 -1.1761 0.5368
C -0.0330 -0.3510 -1.3577
C 0.0342 1.3921 0.7012
N 0.0156 -2.2161 1.3490
N 0.0007 0.0137 0.0422
S 0.2145 -3.3416 -1.0477
H 0.3966 -4.1665 1.3119
H 0.9046 -0.4537 -1.7178
H -0.6501 0.3128 -1.8993
H -0.6559 1.3048 1.5972
H 1.0072 1.7586 1.0563
H -0.3514 2.0230 -0.0832
*
```

Output
LUMO (alpha / beta), eV: 0.37 / 0.37
HOMO energy (alpha / beta), eV: -7.28 / -7.28
Structure (SMILES): CN1Cc2scnc21
HOMO-LUMO gap (alpha / beta), eV: 7.649 / 7.645

#R
The following is a quantum chemistry calculation of one molecule with the formula C5H6N2S, from the OMol25 dataset.

```
! wB97M-V def2-TZVPD RIJCOSX def2/J DEFGRID3
* xyz 0 1
C -2.5074 0.9019 0.0505
C -0.3522 0.6811 -0.0460
C -0.6818 -0.6517 -0.0294
C 1.1199 0.8686 -0.1334
C 1.6049 -0.7491 0.0252
N -1.3942 1.5328 -0.0008
N 0.3783 -1.5144 -0.1515
S -2.3862 -0.8605 0.0440
H -3.4667 1.3685 0.1076
H 1.4401 1.2533 -1.0983
H 1.5438 1.4674 0.6669
H 2.3252 -1.0027 -0.7493
H 2.0455 -0.8801 1.0152
H 0.3306 -2.4150 0.2994
*
```

Output
LUMO, eV: 0.73
HOMO energy, eV: -7.62
Structure (SMILES): c1nc2c(s1)NCC2
HOMO-LUMO gap, eV: 8.353

#S
The following is a quantum chemistry calculation of one molecule with the formula C5H6N2S, from the OMol25 dataset.

```
! wB97M-V def2-TZVPD RIJCOSX def2/J DEFGRID3
* xyz 0 1
C 2.0418 -0.0940 -0.4540
C 0.6361 0.0928 -0.1760
C -1.8445 1.5474 0.1056
C -1.4750 -1.2797 0.1908
C -0.0464 -1.1147 0.4026
H 2.2007 -0.8369 -1.3172
H 2.3565 1.0118 -0.6992
H 2.7203 -0.5834 0.3499
H -2.4955 1.9412 0.8770
H -2.0846 -1.9958 0.6808
H 0.5069 -1.9379 0.7382
N 0.5080 1.3887 -0.3266
N -0.6616 1.9861 0.2694
S -2.3625 -0.1254 -0.6413
*
```

Output
LUMO, eV: -0.45
HOMO energy, eV: -8.94
Structure (SMILES): CC1=NN=CSC=C1
HOMO-LUMO gap, eV: 8.490

Energy above the most stable structure, in kJ/mol: #P 90.8; #Q 426.8; #R 0.0; #S 344.2

#P
The following is a quantum chemistry calculation of a 2-piece molecular cluster, C2H3Cl overall, from the OMol25 dataset.

```
! wB97M-V def2-TZVPD RIJCOSX def2/J DEFGRID3
* xyz 0 1
C -0.7464 -1.2409 0.1611
C 1.4431 0.4877 0.5729
Cl 2.8068 -0.2571 -0.0861
H -1.3868 -0.6277 -0.3419
H 0.2052 -0.6311 0.3134
H 1.4166 1.3707 -0.1053
*
```

Output
LUMO (alpha / beta), eV: -1.27 / -1.26
HOMO energy (alpha / beta), eV: -9.05 / -9.01
HOMO-LUMO gap (alpha / beta), eV: 7.783 / 7.750

#Q
The following is a quantum chemistry calculation of a 2-piece molecular cluster, C2H3Cl overall, from the OMol25 dataset.

```
! wB97M-V def2-TZVPD RIJCOSX def2/J DEFGRID3
* xyz 0 1
C -0.2402 -0.6569 0.1833
C -0.2771 0.5954 -0.0335
Cl -0.4899 1.7166 1.3507
H 1.4244 -1.3474 -1.3773
H -0.4103 -1.5456 0.6704
H -0.0068 1.2378 -0.7936
*
```

Output
LUMO (alpha / beta), eV: -0.84 / -0.61
HOMO energy (alpha / beta), eV: -9.95 / -9.39
HOMO-LUMO gap (alpha / beta), eV: 9.105 / 8.777

Energy above the most stable structure, in kJ/mol: #P 284.1; #Q 0.0